Version P
# C54H119N5O8

8 unconnected molecules or ions with the total composition C54H119N5O8 (ωB97M-V with the def2-TZVPD basis set, the Open Molecules 2025 dataset).

Calculated values
Highest occupied orbital energy, hartree: -0.296
HOMO-LUMO gap, eV: 8.4
Structure (SMILES): CC1(C)CCCC(C)(C)N1O.CC1(C)CCCC(C)(C)N1O.CC1(C)CCCC(C)(C)N1O.CC1(C)CCCC(C)(C)N1O.CC1(C)CCCC(C)(C)N1O.CC(C)O.CC(C)O.CC(C)O

```
! RIJCOSX wB97M-V def2-TZVPD def2/J DEFGRID3
* xyz 0 1
C 2.32097 2.96710 -3.19845
C 3.35654 3.76607 -3.94130
C 2.74034 4.42149 -5.17973
C 3.81488 4.87502 -2.95459
C 5.13949 5.51507 -3.31146
C 6.19913 4.45557 -3.59511
C 5.82194 3.38283 -4.60364
C 5.86730 3.94234 -6.04297
C 6.82035 2.23929 -4.54836
N 4.48011 2.86778 -4.23460
O 4.08949 1.84150 -5.13989
H 2.70567 2.41338 -2.33988
H 1.53434 3.57756 -2.73351
H 1.67700 2.31488 -3.79693
H 3.44223 4.74991 -5.94846
H 2.11492 3.70828 -5.72020
H 2.19555 5.33078 -4.92250
H 3.04410 5.64748 -2.96608
H 3.91174 4.50815 -1.92916
H 5.03066 6.19583 -4.16349
H 5.48448 6.15853 -2.49884
H 6.41589 3.97686 -2.62951
H 7.15618 4.95774 -3.76652
H 6.83116 3.76965 -6.53205
H 5.82353 5.03437 -6.09765
H 5.10822 3.51016 -6.69224
H 6.63326 1.51122 -5.33632
H 6.81630 1.66272 -3.62084
H 7.77733 2.75135 -4.66236
H 3.92100 1.11226 -4.53254
C 0.99015 -6.94951 -0.19475
C 0.84102 -5.84731 -1.25248
C -0.46454 -5.74309 -2.05686
C 0.91034 -4.54516 -0.42706
C 1.58254 -3.35669 -1.14491
C 2.88359 -3.78261 -1.82841
C 2.63720 -4.91970 -2.86566
C 1.74458 -4.36621 -4.01676
C 4.04740 -5.29840 -3.30451
N 1.99538 -6.02783 -2.16309
O 1.87706 -7.14133 -3.01847
H 0.86888 -7.92671 -0.67513
H 1.96541 -6.97605 0.28709
H 0.23712 -6.82611 0.58721
H -1.37732 -5.77510 -1.45950
H -0.45029 -4.82501 -2.64032
H -0.57969 -6.50533 -2.83293
H -0.07519 -4.17865 -0.13561
H 1.48881 -4.66433 0.49202
H 0.92827 -2.89226 -1.88594
H 1.78259 -2.59515 -0.38679
H 3.55491 -4.08532 -1.01771
H 3.39497 -2.94897 -2.31256
H 2.44445 -4.34682 -4.86023
H 1.32243 -3.36613 -3.96780
H 0.98899 -5.10774 -4.25134
H 4.08622 -5.97436 -4.16620
H 4.55354 -5.87794 -2.52893
H 4.67997 -4.45205 -3.57020
H 2.42533 -7.81625 -2.60224
C -4.08162 4.14415 1.73119
C -3.18677 3.04270 1.06068
C -2.00837 3.71752 0.33197
C -2.73572 1.98194 2.06973
C -3.64563 0.75903 2.40419
C -4.41602 0.25999 1.15817
C -5.02734 1.38558 0.30415
C -5.54645 0.59747 -0.93389
C -6.22169 2.06819 0.97973
N -3.96267 2.35285 0.01398
O -4.34698 3.16067 -1.09227
H -4.89367 4.46578 1.08400
H -4.37055 3.84461 2.73514
H -3.51404 5.07850 1.82152
H -2.30811 4.69131 -0.03239
H -1.15945 3.70086 1.02872
H -1.55371 3.03952 -0.39737
H -1.68683 1.76610 1.85272
H -2.68575 2.41479 3.07469
H -3.00523 -0.06998 2.71665
H -4.31261 0.88920 3.25883
H -5.16972 -0.51187 1.28684
H -3.58091 -0.16690 0.59092
H -4.68554 0.33025 -1.54505
H -6.26426 1.20337 -1.49011
H -6.09630 -0.26926 -0.57971
H -7.11111 1.45274 1.15847
H -6.62356 2.80802 0.28285
H -5.92980 2.46976 1.94273
H -3.91783 2.71981 -1.83284
C -1.48924 -4.37130 4.84815
C -2.32629 -4.44527 3.53563
C -1.83373 -3.40544 2.52083
C -2.18610 -5.87612 3.03328
C -3.29894 -6.24362 2.06393
C -4.69225 -5.97820 2.64541
C -4.91286 -4.55602 3.20860
C -5.29871 -3.70855 1.94336
C -6.14889 -4.60412 4.10745
N -3.69301 -4.16696 3.94933
O -3.83125 -2.81307 4.36443
H -1.62465 -3.40312 5.32728
H -1.75092 -5.20974 5.49286
H -0.41340 -4.48208 4.67759
H -0.83310 -3.57482 2.12603
H -2.54826 -3.47450 1.69043
H -2.00055 -2.37186 2.81187
H -1.21717 -5.89799 2.53489
H -2.34300 -6.54202 3.88353
H -3.14816 -5.72488 1.11209
H -3.25389 -7.31066 1.83225
H -4.91724 -6.72148 3.41364
H -5.29947 -6.15498 1.75677
H -6.14349 -4.25279 1.50556
H -4.52298 -3.70642 1.18162
H -5.78587 -2.75166 2.13560
H -6.90121 -5.20355 3.60723
H -6.39935 -3.56730 4.34367
H -5.87102 -5.02995 5.07581
H -4.35470 -2.87689 5.17089
C 1.73946 4.00396 5.10290
C 2.30444 4.06415 3.68008
C 1.73266 5.29805 2.95085
C 3.82816 4.14388 3.82708
C 4.59966 3.87201 2.53260
C 4.11957 2.54787 1.99544
C 2.61431 2.34475 1.84616
C 2.11821 3.07061 0.57613
C 2.37262 0.84010 1.69852
N 1.91727 2.75064 3.08944
O 0.52821 2.68121 2.88683
H 1.97313 4.96276 5.57649
H 0.64761 3.94487 5.12020
H 2.09931 3.16827 5.70105
H 2.02518 5.46894 1.91384
H 0.65243 5.20089 2.81307
H 1.97487 6.16726 3.56160
H 4.02935 5.18012 4.12394
H 4.17800 3.55967 4.67917
H 4.44936 4.67878 1.81404
H 5.65795 3.82354 2.79083
H 4.70738 1.70731 2.38091
H 4.49156 2.40550 0.96576
H 1.05866 3.18516 0.36158
H 2.57970 2.48215 -0.22592
H 2.57088 4.05037 0.39640
H 2.81863 0.38122 0.80537
H 1.31410 0.63796 1.51707
H 2.83137 0.27320 2.50799
H 0.18935 2.15017 3.63118
C -0.12894 -0.34756 6.63458
C 0.08505 0.23889 5.25232
C -0.34187 -0.68266 4.10951
O -0.77833 1.38526 5.04578
H 0.08904 0.34943 7.44236
H 0.45409 -1.25859 6.76831
H -1.19010 -0.60574 6.65181
H 1.10041 0.53439 4.95538
H 0.27936 -1.57948 4.03031
H -0.13302 -0.21690 3.14317
H -1.41102 -0.88001 4.17836
H -0.39906 2.14139 5.51504
C 0.20649 0.71253 -1.28152
C -0.89822 -0.36039 -1.35560
C -1.04147 -1.06252 -0.02183
O -2.12404 0.13460 -1.82516
H 1.08088 0.40231 -0.71297
H -0.19033 1.53544 -0.67733
H 0.34969 1.00091 -2.32070
H -0.52912 -1.12519 -2.04133
H -1.21498 -0.37750 0.81793
H -0.25796 -1.72371 0.36457
H -1.85138 -1.80094 0.02925
H -2.49097 0.75153 -1.16987
C -1.11711 2.58034 -5.11431
C -2.42343 2.08910 -5.78921
C -2.06873 0.74215 -6.46610
O -3.39168 1.89554 -4.76731
H -0.24190 2.43775 -5.74661
H -0.94605 2.21479 -4.09790
H -1.21592 3.64474 -4.86815
H -2.88183 2.83601 -6.43370
H -1.40645 0.85486 -7.32222
H -2.92798 0.14365 -6.77482
H -1.60097 0.16382 -5.66436
H -3.03585 1.23797 -4.15326
*
```

Atomic partial charges in e from the Löwdin method, atoms 1 to 8: -0.062, -0.504, -0.016, -0.134, -0.185, -0.149, -0.513, -0.035

Version Q
# C54H119N5O8

8 unconnected molecules or ions with the total composition C54H119N5O8 (ωB97M-V with the def2-TZVPD basis set, the Open Molecules 2025 dataset).

Calculated values
Highest occupied orbital energy, hartree: -0.288
HOMO-LUMO gap, eV: 8.2
Structure (SMILES): CC1(C)CCCC(C)(C)N1O.CC1(C)CCCC(C)(C)N1O.CC1(C)CCCC(C)(C)N1O.CC1(C)CCCC(C)(C)N1O.CC1(C)CCCC(C)(C)N1O.CC(C)O.CC(C)O.CC(C)O

```
! RIJCOSX wB97M-V def2-TZVPD def2/J DEFGRID3
* xyz 0 1
C -4.86083 1.32756 4.19379
C -3.31881 1.50874 4.18808
C -2.69154 0.10763 4.28181
C -2.88396 2.15240 2.87793
C -3.12834 3.64258 2.85067
C -2.39211 4.27239 4.00731
C -2.87641 3.75094 5.32837
C -1.88782 4.26111 6.36356
C -4.25043 4.31441 5.69396
N -2.81556 2.29929 5.30569
O -3.19994 1.73216 6.55100
H -5.35627 2.27230 3.96627
H -5.16760 0.62181 3.42230
H -5.19397 1.01484 5.18229
H -2.97274 -0.55722 3.46870
H -1.62690 0.17506 4.50453
H -3.13752 -0.36822 5.16749
H -1.79442 2.04102 2.79179
H -3.37769 1.69237 2.02202
H -2.88772 4.03111 1.85574
H -4.20624 3.85140 2.91178
H -2.49322 5.36133 3.94018
H -1.32931 4.10562 3.80867
H -1.80552 5.34891 6.38205
H -0.88950 3.82983 6.22951
H -2.16339 3.97235 7.38709
H -4.21818 5.39252 5.84391
H -4.51155 3.90287 6.67544
H -5.02968 3.98595 5.01537
H -2.37401 1.48072 6.97748
C 3.62161 7.48406 2.68882
C 2.39735 6.60865 2.88821
C 2.21045 6.43704 4.42717
C 1.19216 7.31952 2.28244
C 0.01095 6.40803 2.10010
C 0.30227 5.13929 1.35112
C 1.53138 4.39981 1.89900
C 1.25734 3.56900 3.11738
C 1.99771 3.42426 0.80509
N 2.58113 5.36806 2.15164
O 3.82988 4.74341 2.39792
H 4.51152 6.97312 3.05836
H 3.81911 7.62946 1.61702
H 3.51078 8.46034 3.15191
H 2.39553 5.41462 4.74305
H 2.89228 7.08531 4.98330
H 1.21824 6.73585 4.78115
H 0.85940 8.21684 2.81336
H 1.53259 7.75423 1.33058
H -0.52112 6.21421 3.04064
H -0.79025 6.95040 1.57117
H 0.44210 5.36226 0.28827
H -0.51684 4.41241 1.38333
H 2.20716 3.13545 3.44449
H 0.55508 2.74377 2.96116
H 0.88179 4.13662 3.97133
H 1.12242 2.96658 0.32268
H 2.55587 2.60047 1.25033
H 2.51665 3.87991 -0.04080
H 4.37153 5.00729 1.64661
C -4.67411 -8.57291 0.68549
C -4.37356 -7.23246 1.43033
C -5.43990 -7.04229 2.51705
C -2.99726 -7.39151 2.06050
C -1.85303 -7.10468 1.10242
C -2.01125 -5.68024 0.57261
C -3.32649 -5.42468 -0.16563
C -3.57645 -3.91525 -0.23510
C -3.17475 -5.95578 -1.60043
N -4.40421 -6.07912 0.52886
O -5.63254 -5.90909 -0.10560
H -4.97167 -9.34696 1.38387
H -5.40312 -8.40824 -0.11314
H -3.78353 -8.88507 0.12981
H -5.25277 -7.79278 3.29580
H -5.33615 -6.07017 2.99539
H -6.43610 -7.19034 2.11218
H -2.88830 -6.77381 2.95582
H -2.89823 -8.43947 2.35896
H -0.90331 -7.07825 1.63951
H -1.81521 -7.77363 0.24195
H -1.17754 -5.26731 0.00674
H -2.11431 -5.00414 1.44308
H -2.65033 -3.43500 -0.54629
H -3.88329 -3.59844 0.76175
H -4.36667 -3.72097 -0.95709
H -2.35605 -5.46115 -2.12817
H -4.09232 -5.86856 -2.18715
H -2.89632 -7.01911 -1.60428
H -5.65618 -6.56450 -0.82254
C 5.91130 0.29890 2.54564
C 5.72019 -0.84807 1.53553
C 4.35506 -0.69939 0.85128
C 6.82547 -0.85609 0.48560
C 8.10460 -1.47558 1.04080
C 7.80765 -2.91199 1.42276
C 6.78868 -3.03352 2.55942
C 6.28575 -4.46518 2.58479
C 7.47365 -2.67827 3.88574
N 5.68353 -2.13783 2.23484
O 4.69873 -2.09840 3.26480
H 6.56511 0.02492 3.37569
H 6.42864 1.16511 2.10902
H 4.97771 0.69051 2.94850
H 4.16473 -1.63563 0.32961
H 3.58498 -0.59676 1.60955
H 4.44784 0.14289 0.16426
H 6.48366 -1.37946 -0.41339
H 7.07811 0.16802 0.19218
H 8.92282 -1.54492 0.32480
H 8.41600 -0.94053 1.93817
H 8.74746 -3.40072 1.70793
H 7.45491 -3.49701 0.56525
H 5.81558 -4.71541 1.62801
H 5.49343 -4.64008 3.32416
H 7.08655 -5.17217 2.79906
H 8.24056 -3.41106 4.12358
H 6.70916 -2.62947 4.66262
H 7.89474 -1.67718 3.82473
H 4.21296 -2.92127 3.14035
C -2.19977 -1.75253 -8.90753
C -1.78798 -0.26879 -8.84815
C -1.31964 0.18624 -10.21285
C -3.01922 0.57344 -8.51680
C -3.50282 0.48593 -7.07097
C -2.36976 0.61388 -6.05153
C -1.02217 -0.02095 -6.41779
C 0.06246 0.83404 -5.72791
C -0.91610 -1.45511 -5.86164
N -0.78053 0.07084 -7.86331
O 0.42218 -0.61463 -8.19313
H -2.79833 -1.90203 -9.81251
H -1.31329 -2.37548 -9.04017
H -2.81617 -2.04964 -8.06586
H -2.17006 0.22232 -10.89869
H -0.82779 1.15804 -10.19064
H -0.62929 -0.52928 -10.67329
H -2.76636 1.61366 -8.75403
H -3.85533 0.28628 -9.16031
H -4.21338 1.28851 -6.87455
H -3.98569 -0.47533 -6.87601
H -2.66917 0.11482 -5.12353
H -2.21817 1.64989 -5.73635
H 1.05612 0.44940 -5.94505
H -0.09931 0.88765 -4.64926
H -0.01449 1.85042 -6.12278
H -1.52866 -2.17435 -6.39964
H -1.14794 -1.50094 -4.79633
H 0.11850 -1.78482 -5.97582
H 1.02128 0.09559 -8.44953
C -1.05253 0.38625 -0.96406
C -0.15004 -0.67522 -0.34368
C 0.61429 -0.01653 0.79282
O -0.95403 -1.76954 0.11656
H -0.43237 1.26840 -1.18769
H -1.87931 0.64885 -0.30380
H -1.43697 0.14416 -1.95918
H 0.51231 -1.06008 -1.12052
H -0.08642 0.59185 1.36382
H 1.48227 0.53480 0.43455
H 1.05842 -0.81715 1.39428
H -1.47322 -1.49115 0.87921
C -2.71011 3.71856 -1.55955
C -4.05832 3.27299 -2.07992
C -4.02106 2.15598 -3.07203
O -4.77093 2.71927 -0.95161
H -2.84204 4.63384 -0.97253
H -1.99636 3.98194 -2.35087
H -2.19493 2.98071 -0.95040
H -4.67664 4.08738 -2.46225
H -3.59471 1.27027 -2.59744
H -3.39776 2.39646 -3.93445
H -5.00810 1.84312 -3.41325
H -5.07368 3.44955 -0.40223
C 3.66260 -1.57344 -2.43428
C 4.41654 -2.71580 -3.07256
C 5.12208 -2.30220 -4.34339
O 5.40705 -3.19991 -2.15663
H 2.99633 -1.90568 -1.63036
H 3.12993 -0.91612 -3.11593
H 4.35180 -0.90509 -1.90499
H 3.74185 -3.55120 -3.29493
H 4.38478 -1.85156 -5.00844
H 5.61228 -3.14088 -4.84134
H 5.91840 -1.56711 -4.18766
H 4.99995 -3.32526 -1.29285
*
```

Atomic partial charges in e from the Löwdin method, atoms 1 to 8: -0.017, -0.513, -0.034, -0.139, -0.183, -0.155, -0.538, -0.040

version Q is the most stable structure; the next one sits 33.0 kcal/mol above it.